1.
{
  "formula": "C38H40BF6N10O4PRuS2",
  "method": "the ωB97M-V functional and the def2-TZVPD basis",
  "symbols": ["Ru", "S", "S", "P", "F", "F", "F", "F", "F", "F", "O", "O", "O", "O", "N", "N", "N", "N", "N", "N", "N", "N", "N", "N", "C", "C", "C", "C", "C", "C", "C", "C", "C", "C", "C", "C", "C", "C", "C", "C", "C", "C", "C", "C", "C", "C", "C", "C", "C", "C", "C", "C", "C", "C", "C", "C", "C", "C", "C", "C", "C", "C", "B", "H", "H", "H", "H", "H", "H", "H", "H", "H", "H", "H", "H", "H", "H", "H", "H", "H", "H", "H", "H", "H", "H", "H", "H", "H", "H", "H", "H", "H", "H", "H", "H", "H", "H", "H", "H", "H", "H", "H", "H"],
  "xyz": [[-0.281, 0.087, -0.400], [2.657, 0.436, -2.201], [3.952, -2.156, -0.861], [-1.385, 2.722, -0.154], [1.101, 2.226, -3.705], [5.682, -0.077, -0.392], [6.565, -1.786, -1.369], [5.247, -0.480, -2.474], [3.189, 2.329, -4.272], [1.997, 0.599, -4.814], [1.206, 0.290, -1.952], [4.258, -2.772, 0.402], [3.164, 1.674, -1.358], [2.177, -0.722, 0.323], [-1.204, 5.406, 0.597], [-2.085, -0.399, 1.877], [0.615, 1.056, 1.417], [-3.185, 4.795, -0.617], [0.059, -1.950, 0.693], [-0.152, -1.886, 2.011], [3.079, -0.714, -0.561], [-1.974, -0.146, 0.577], [0.173, 0.537, 2.572], [-2.932, 4.144, 1.691], [-2.341, 0.167, -2.274], [1.034, -2.662, -1.988], [-4.842, 0.931, -3.165], [-3.380, -0.591, 2.196], [0.921, -3.774, 1.642], [-3.857, 4.548, 0.646], [-3.769, 0.918, -4.042], [3.497, 3.421, 1.185], [-3.861, -0.909, 3.560], [2.703, -3.850, -3.234], [4.082, 4.377, 0.381], [1.321, -3.415, -0.848], [2.541, 3.916, -1.391], [-2.378, 2.836, 1.447], [1.833, 1.896, 3.079], [0.345, -2.988, 2.616], [2.231, 1.505, -3.849], [0.891, 1.044, 3.602], [2.442, 2.628, 0.742], [0.655, 0.739, 5.034], [2.934, -4.667, -2.135], [-2.678, 3.595, -1.223], [-4.671, 0.566, -1.844], [0.744, -3.079, 0.438], [5.470, -1.043, -1.270], [-1.906, 5.160, 1.843], [1.734, -2.860, -3.163], [-4.125, -0.425, 1.038], [-0.392, 4.292, 0.191], [1.662, 1.866, 1.673], [2.207, 2.620, -0.737], [-3.202, -0.145, 0.024], [-2.155, 5.802, -0.425], [3.519, 4.691, -0.876], [0.257, -3.259, 4.072], [-3.412, 0.184, -1.375], [-2.515, 0.526, -3.597], [2.255, -4.451, -0.952], [-0.801, -0.663, 2.681], [2.112, 4.116, -2.360], [0.834, -2.528, 4.635], [3.647, -5.474, -2.201], [-4.353, 5.470, 0.963], [-1.680, 0.498, -4.278], [3.853, 5.574, -1.399], [-3.208, 2.123, 1.411], [-5.509, 0.592, -1.165], [0.659, -4.248, 4.276], [-2.216, 3.840, -2.185], [2.470, -5.069, -0.096], [-2.635, 6.734, -0.112], [-3.510, -1.890, 3.874], [3.250, -4.009, -4.150], [-1.192, 4.842, 2.605], [0.337, 4.079, 0.979], [0.154, 4.566, -0.717], [3.844, 3.326, 2.201], [-0.775, -3.221, 4.417], [-1.339, -0.196, -1.937], [2.543, 2.467, 3.638], [-1.719, 2.566, 2.280], [-3.907, 1.207, -5.071], [1.400, -4.718, 1.785], [4.921, 4.948, 0.744], [1.515, -2.252, -4.028], [-1.628, 5.966, -1.367], [-4.610, 3.769, 0.508], [-2.385, 6.089, 2.167], [-0.384, 0.912, 5.303], [1.201, 2.260, -0.997], [0.898, -0.297, 5.256], [-1.062, -0.877, 3.804], [-5.187, -0.510, 0.943], [-3.510, 2.908, -1.405], [0.234, -1.927, -1.945], [1.289, 1.377, 5.642], [-3.498, -0.177, 4.278], [-4.947, -0.908, 3.570], [-5.815, 1.239, -3.512]],
  "orbital_gap_ev": [7.4990, 4.8598],
  "total_charge": 1,
  "multiplicity": 6,
  "e_tot_ha": -4176.84168,
  "s2": 8.8311
}

---

2.
{
  "formula": "C38H40N5NaO3S6Sb2",
  "method": "the ωB97M-V functional and the def2-TZVPD basis",
  "symbols": ["Sb", "Sb", "S", "S", "S", "S", "S", "S", "Na", "O", "O", "O", "N", "N", "N", "N", "N", "C", "C", "C", "C", "C", "C", "C", "C", "C", "C", "C", "C", "C", "C", "C", "C", "C", "C", "C", "C", "C", "C", "C", "C", "C", "C", "C", "C", "C", "C", "C", "C", "C", "C", "C", "C", "C", "C", "H", "H", "H", "H", "H", "H", "H", "H", "H", "H", "H", "H", "H", "H", "H", "H", "H", "H", "H", "H", "H", "H", "H", "H", "H", "H", "H", "H", "H", "H", "H", "H", "H", "H", "H", "H", "H", "H", "H", "H"],
  "xyz": [[-4.206, -1.264, -2.812], [-0.044, 1.740, -1.898], [-4.518, -0.346, -4.864], [-3.472, 0.530, -1.234], [0.399, -2.592, 2.728], [-2.461, -2.791, -2.688], [-2.727, 2.171, -2.293], [-6.078, -1.940, -1.637], [-1.370, -1.641, -0.314], [0.016, 0.380, 1.181], [-2.582, -3.199, 0.802], [-2.294, -0.810, 1.675], [0.756, -1.877, -1.553], [2.854, -3.054, 1.175], [0.585, -2.377, 1.059], [-0.138, 1.489, 3.140], [-4.796, -3.362, 1.271], [1.955, -1.674, -3.595], [-3.627, -1.267, 1.718], [0.780, -1.615, -2.852], [0.092, 3.255, -3.440], [-4.918, -4.626, 0.568], [1.101, 4.771, 1.201], [1.581, -3.849, 3.060], [-0.592, 4.087, -5.606], [1.874, -2.261, -0.945], [0.244, 5.184, -5.468], [4.994, 0.953, -1.732], [1.302, 1.597, 3.238], [4.220, 0.823, -0.586], [4.397, 1.414, -2.897], [3.047, 1.748, -2.904], [-1.275, 4.564, 1.336], [-0.673, 0.814, 2.086], [-0.050, 3.207, -0.260], [3.528, -5.763, 3.596], [-0.890, 2.303, 4.062], [1.120, 3.802, 0.203], [2.246, 1.641, -1.764], [3.099, -2.332, -1.606], [1.715, -2.580, 0.511], [-2.169, 0.528, 2.092], [-6.024, -2.691, 1.657], [2.710, -3.946, 2.248], [0.929, 4.360, -3.315], [1.419, -4.740, 4.111], [-0.668, 3.131, -4.601], [3.130, -2.014, -2.954], [-0.100, 5.158, 1.776], [-3.622, -2.704, 1.210], [2.400, -5.680, 4.398], [1.006, 5.320, -4.315], [2.871, 1.151, -0.615], [3.671, -4.912, 2.509], [-1.248, 3.607, 0.331], [-0.122, 5.922, 2.546], [4.293, -6.500, 3.803], [1.598, 1.447, 4.281], [-6.072, -2.538, 2.741], [4.028, -2.560, -1.102], [-5.429, -5.355, 1.204], [4.540, -4.988, 1.864], [-2.673, 1.201, 1.384], [1.933, -1.434, -4.649], [-6.149, -1.751, 1.118], [1.652, 2.577, 2.903], [-4.272, -0.645, 1.085], [-1.347, 2.293, -4.712], [1.756, 0.828, 2.621], [-0.177, -1.361, -3.293], [0.299, 5.933, -6.249], [3.618, -3.287, 0.563], [-0.480, 3.316, 4.065], [0.518, -4.689, 4.709], [2.274, -6.352, 5.237], [-2.228, 4.860, 1.762], [2.280, 1.022, 0.288], [-0.843, 1.901, 5.081], [4.665, 0.453, 0.333], [1.660, 6.176, -4.190], [4.984, 1.516, -3.804], [-1.200, 3.972, -6.496], [2.610, 2.112, -3.829], [2.076, 3.519, -0.222], [2.033, 5.224, 1.524], [-5.473, -4.465, -0.360], [-1.929, 2.387, 3.759], [-2.175, 3.188, -0.044], [-6.859, -3.320, 1.359], [-4.006, -1.241, 2.752], [-2.615, 0.641, 3.087], [1.534, 4.478, -2.424], [6.048, 0.698, -1.716], [-3.922, -4.982, 0.320], [4.072, -2.019, -3.488]],
  "orbital_gap_ev": 4.4254,
  "total_charge": -2,
  "multiplicity": 1,
  "e_tot_ha": -5003.64745
}

---

3.
{
  "formula": "C38H40N5O8P4SeW",
  "method": "the ωB97M-V functional and the def2-TZVPD basis",
  "symbols": ["W", "Se", "P", "P", "P", "P", "O", "O", "O", "O", "O", "O", "O", "O", "N", "N", "N", "N", "N", "C", "C", "C", "C", "C", "C", "C", "C", "C", "C", "C", "C", "C", "C", "C", "C", "C", "C", "C", "C", "C", "C", "C", "C", "C", "C", "C", "C", "C", "C", "C", "C", "C", "C", "C", "C", "C", "C", "H", "H", "H", "H", "H", "H", "H", "H", "H", "H", "H", "H", "H", "H", "H", "H", "H", "H", "H", "H", "H", "H", "H", "H", "H", "H", "H", "H", "H", "H", "H", "H", "H", "H", "H", "H", "H", "H", "H", "H"],
  "xyz": [[1.004, -0.942, -0.634], [0.868, -4.405, 0.951], [4.013, -0.892, -0.922], [-2.046, 0.103, 0.739], [3.105, 0.313, 1.528], [0.148, 2.042, 0.615], [-0.768, -0.765, 0.661], [2.080, -0.782, 1.158], [0.579, 1.030, -0.483], [2.768, -0.069, -1.395], [2.762, 1.717, 1.163], [5.172, -0.799, -1.997], [3.515, 0.182, 3.037], [3.722, -2.267, -0.465], [5.130, 1.419, 0.142], [1.614, -2.423, -2.160], [1.576, -5.444, -0.251], [0.795, -2.992, -0.130], [-0.611, -1.122, -1.992], [0.166, 1.821, 2.425], [-2.467, -1.313, 3.040], [0.361, 0.653, 3.157], [-0.536, 2.933, 4.465], [0.134, 0.636, 4.526], [0.437, 4.039, -1.156], [1.477, 4.478, 0.989], [2.227, -2.788, -3.239], [-0.311, 2.958, 3.098], [-2.061, -1.882, -4.268], [-3.870, -0.570, 4.845], [-1.648, 1.873, 0.449], [-5.588, -0.691, -2.047], [-2.245, -2.512, -3.043], [-5.524, -1.286, -0.797], [1.913, 5.703, 0.512], [-3.541, 0.853, 2.937], [0.722, 3.650, 0.156], [1.364, -3.395, -1.246], [-4.428, -1.059, 0.024], [-1.101, -0.870, -4.313], [-3.373, -0.250, -0.413], [5.784, -0.771, 1.206], [2.448, -5.118, -2.563], [-1.512, -2.107, -1.945], [1.607, 6.099, -0.787], [-2.861, -2.268, -5.472], [-2.710, -0.113, 2.369], [-0.397, -0.540, -3.178], [1.794, -4.733, -1.346], [-4.113, 0.624, 4.180], [-4.556, 0.137, -2.483], [0.876, 5.267, -1.623], [-0.305, 1.772, 5.188], [2.638, -4.147, -3.488], [4.672, 0.024, 0.529], [-3.050, -1.539, 4.276], [-3.457, 0.359, -1.674], [-3.927, -2.234, -5.241], [2.898, -0.208, 3.665], [-1.657, -2.572, -0.980], [0.636, -0.267, 2.662], [5.571, 1.448, -0.780], [-6.450, -0.860, -2.681], [-0.902, 3.823, 4.960], [3.135, -4.369, -4.422], [-1.820, -2.058, 2.596], [2.795, -6.134, -2.712], [1.739, 4.166, 1.990], [6.030, -0.345, 2.180], [-4.400, -1.509, 1.008], [-2.662, -1.617, -6.320], [-3.760, 1.779, 2.418], [-0.523, 3.874, 2.561], [5.801, 1.781, 0.823], [2.430, -2.010, -3.971], [0.644, 5.576, -2.634], [-4.328, -0.751, 5.809], [-0.485, 1.748, 6.255], [-4.757, 1.372, 4.623], [4.279, 2.017, 0.173], [-2.872, -2.471, 4.798], [5.408, -1.609, -2.464], [6.683, -0.796, 0.587], [-2.154, 2.478, 1.201], [5.453, -1.796, 1.356], [-4.623, 0.625, -3.448], [1.943, 7.063, -1.149], [-0.893, -0.346, -5.237], [-2.967, -3.311, -2.931], [-2.669, 1.011, -2.033], [-2.634, -3.296, -5.762], [0.349, 0.246, -3.191], [0.274, -0.288, 5.075], [2.494, 6.352, 1.154], [-2.009, 2.174, -0.533], [-6.338, -1.907, -0.447], [-0.128, 3.387, -1.813]],
  "orbital_gap_ev": [6.3145, 6.6610],
  "total_charge": 3,
  "multiplicity": 3,
  "e_tot_ha": -6181.22449,
  "s2": 2.0099
}

---

4.
{
  "formula": "C38H41Br4N6O4PRuS2",
  "method": "the ωB97M-V functional and the def2-TZVPD basis",
  "symbols": ["Ru", "Br", "Br", "Br", "Br", "S", "S", "P", "O", "O", "O", "O", "N", "N", "N", "N", "N", "N", "C", "C", "C", "C", "C", "C", "C", "C", "C", "C", "C", "C", "C", "C", "C", "C", "C", "C", "C", "C", "C", "C", "C", "C", "C", "C", "C", "C", "C", "C", "C", "C", "C", "C", "C", "C", "C", "C", "H", "H", "H", "H", "H", "H", "H", "H", "H", "H", "H", "H", "H", "H", "H", "H", "H", "H", "H", "H", "H", "H", "H", "H", "H", "H", "H", "H", "H", "H", "H", "H", "H", "H", "H", "H", "H", "H", "H", "H", "H"],
  "xyz": [[0.617, -0.194, 0.089], [-4.238, -5.615, 1.688], [-1.778, -4.367, -3.329], [-3.790, -6.305, -1.516], [-2.565, -3.118, 3.084], [2.268, 1.801, 0.515], [2.093, -0.563, 2.257], [-1.178, 0.376, -1.795], [1.991, -0.938, -1.085], [-0.835, -1.774, 1.069], [-0.486, -2.315, -1.561], [4.083, 1.196, 2.215], [-2.427, 0.003, -4.255], [-0.602, 0.928, 1.358], [-0.343, 1.280, -4.312], [-2.965, 4.746, 3.902], [-2.385, 2.305, -3.430], [-2.671, 3.160, 5.438], [-1.169, 0.261, -4.961], [-3.318, 4.245, 6.012], [-1.282, -3.007, -0.913], [2.759, -3.229, -0.864], [-4.616, 6.603, 6.651], [-0.797, 2.229, 1.086], [4.507, -2.836, -2.969], [2.916, 0.813, 1.724], [-3.044, -4.585, 0.669], [4.379, -4.099, -2.433], [-2.163, 1.961, -2.021], [-2.052, -4.079, -1.489], [-1.016, 0.477, 2.555], [0.155, 0.806, -3.022], [-2.358, -3.556, 1.262], [-2.212, -0.656, -2.968], [-2.477, 3.498, 4.196], [-1.831, 2.632, 3.199], [4.064, 0.851, -2.514], [3.450, -0.379, -4.635], [-1.125, 2.502, -4.155], [2.920, -3.713, 1.577], [-3.770, 4.424, 7.321], [-4.416, 5.605, 7.623], [4.688, 0.446, 3.281], [-1.402, 3.099, 1.963], [-3.155, 1.261, -4.116], [4.153, -0.459, -3.273], [1.132, -4.829, 0.241], [-1.444, -2.738, 0.526], [-1.630, 1.291, 3.484], [3.521, -4.271, -1.367], [3.779, -1.737, -2.517], [-3.514, 5.252, 5.061], [-4.170, 6.447, 5.354], [-2.879, -4.858, -0.734], [1.960, -3.547, 0.387], [2.825, -1.935, -1.470], [-3.404, 1.625, -5.113], [3.872, 0.438, -5.228], [-3.131, 1.832, -1.531], [4.627, 0.808, -1.580], [3.047, 1.104, -2.270], [-4.782, 5.772, 8.629], [-4.080, 1.082, -3.567], [2.364, -3.828, 2.516], [-4.324, 7.217, 4.607], [-1.409, 0.608, -5.968], [-1.499, 4.139, 1.674], [3.581, -1.309, -5.194], [-5.137, 7.512, 6.927], [5.212, -2.675, -3.779], [-1.362, 2.888, -5.148], [0.387, -4.897, 1.041], [1.766, -5.717, 0.313], [-3.612, 3.651, 8.064], [-0.427, 2.579, 0.142], [3.444, -5.247, -0.899], [4.486, 1.659, -3.124], [4.959, -4.929, -2.823], [-3.177, -0.853, -2.498], [5.704, 0.816, 3.356], [3.544, -4.600, 1.431], [4.150, 0.619, 4.210], [5.212, -0.594, -3.498], [2.382, -0.195, -4.535], [0.620, -4.866, -0.719], [-0.870, -0.570, 2.749], [-2.948, 5.197, 3.007], [0.751, -0.091, -3.149], [-0.523, 3.244, -3.627], [-0.603, -0.668, -5.031], [4.683, -0.616, 3.055], [-1.955, 0.886, 4.433], [3.576, -2.849, 1.676], [0.792, 1.570, -2.582], [1.293, -2.723, 0.594], [-1.705, -1.609, -3.112], [-1.662, 2.797, -1.533]],
  "orbital_gap_ev": [6.4942, 6.1393],
  "multiplicity": 5,
  "e_tot_ha": -13630.77755,
  "s2": 6.0409
}

---

5.
{
  "formula": "C38H41MoN3O4P2Si2",
  "method": "the ωB97M-V functional and the def2-TZVPD basis",
  "symbols": ["Mo", "P", "P", "Si", "Si", "O", "O", "O", "O", "N", "N", "N", "C", "C", "C", "C", "C", "C", "C", "C", "C", "C", "C", "C", "C", "C", "C", "C", "C", "C", "C", "C", "C", "C", "C", "C", "C", "C", "C", "C", "C", "C", "C", "C", "C", "C", "C", "C", "C", "C", "H", "H", "H", "H", "H", "H", "H", "H", "H", "H", "H", "H", "H", "H", "H", "H", "H", "H", "H", "H", "H", "H", "H", "H", "H", "H", "H", "H", "H", "H", "H", "H", "H", "H", "H", "H", "H", "H", "H", "H", "H"],
  "xyz": [[-0.420, -0.735, -1.269], [1.443, -1.150, 0.613], [-0.665, 1.013, 0.750], [2.835, -1.247, -2.237], [-1.002, 2.520, -2.074], [-7.587, -1.145, -0.766], [-2.081, -4.335, -2.236], [-0.763, -2.563, -1.920], [-7.067, -3.302, -1.245], [-0.777, 1.248, -0.878], [-2.667, -0.969, -1.408], [1.640, -0.909, -0.996], [-4.944, -0.383, -1.052], [0.429, 2.236, 1.489], [1.930, -3.330, 2.283], [2.360, 3.661, 1.298], [1.630, -2.906, 0.989], [-3.064, -2.235, -1.639], [-5.353, -1.694, -1.242], [2.193, 4.058, 2.617], [1.386, -3.859, 0.004], [-1.955, -3.178, -1.960], [3.759, 0.341, -2.639], [-1.666, 4.069, -1.260], [1.927, -1.844, -3.768], [1.738, -5.624, 1.596], [1.152, 3.538, 3.375], [-2.819, 2.488, 1.703], [4.484, 0.957, 3.309], [1.480, 2.750, 0.736], [-2.256, 1.221, 1.557], [3.872, 0.077, 1.161], [0.629, 2.878, -2.932], [0.272, 2.628, 2.815], [3.243, 0.587, 3.813], [-6.844, -2.095, -1.068], [-3.605, -0.059, -1.132], [-2.171, 1.926, -3.412], [2.319, -0.039, 2.994], [-4.102, 2.621, 2.206], [2.635, -0.307, 1.664], [4.083, -2.526, -1.673], [-0.188, -0.638, 0.799], [1.986, -4.681, 2.584], [-4.830, 1.491, 2.563], [-4.380, -2.638, -1.568], [4.797, 0.706, 1.982], [-2.977, 0.095, 1.941], [-4.266, 0.231, 2.437], [1.436, -5.212, 0.308], [-2.260, 3.374, 1.427], [1.622, 2.415, -0.284], [1.025, 3.847, 4.404], [-5.698, 0.356, -0.812], [2.431, -1.510, -4.677], [-2.013, 0.881, -3.694], [-1.020, 4.431, -0.457], [2.991, 0.795, 4.844], [-4.836, -0.650, 2.699], [4.483, 0.618, -1.870], [1.049, 1.963, -3.356], [-4.538, 3.606, 2.316], [0.440, 3.556, -3.768], [-2.010, 2.524, -4.312], [-3.255, 0.944, -0.936], [2.222, -4.993, 3.592], [4.317, 0.201, -3.568], [0.895, -1.487, -3.828], [3.175, 4.060, 0.707], [2.129, -2.614, 3.071], [3.667, -3.530, -1.586], [4.551, -2.280, -0.718], [5.758, 1.002, 1.582], [1.868, -2.934, -3.800], [-5.839, 1.592, 2.937], [-3.222, 2.022, -3.138], [1.119, -3.559, -0.998], [-4.676, -3.664, -1.738], [1.224, -5.936, -0.467], [5.202, 1.449, 3.952], [3.088, 1.187, -2.782], [2.876, 4.772, 3.059], [4.879, -2.559, -2.424], [-2.531, -0.886, 1.827], [1.343, -0.302, 3.386], [-2.668, 3.918, -0.855], [-1.732, 4.862, -2.009], [1.395, 3.338, -2.306], [4.117, -0.103, 0.124], [1.773, -6.679, 1.834], [-0.546, 2.236, 3.408]],
  "orbital_gap_ev": [6.4547, 6.5807],
  "multiplicity": 3,
  "e_tot_ha": -3267.94848,
  "s2": 2.0148
}